P | {
  "formula": "C6H12O",
  "method": "the ωB97M-V functional and the def2-TZVPD basis",
  "species": ["C", "C", "O", "C", "C", "C", "C", "H", "H", "H", "H", "H", "H", "H", "H", "H", "H", "H", "H"],
  "positions_angstrom": [[-0.153, -1.442, -1.922], [-0.137, -0.884, -0.507], [0.127, -1.965, 0.381], [0.890, 0.213, -0.332], [0.479, 1.655, -0.457], [1.003, 1.142, 0.845], [-0.818, 0.772, 2.015], [-0.432, -0.666, -2.643], [-0.875, -2.261, -1.990], [0.835, -1.834, -2.186], [-1.131, -0.467, -0.283], [0.716, -1.634, 1.069], [1.873, -0.073, -0.715], [-0.585, 1.829, -0.605], [1.111, 2.369, -0.983], [0.434, 1.113, 1.921], [-1.518, 1.305, 1.376], [-0.884, 1.138, 3.045], [-0.937, -0.310, 1.972]],
  "lowdin_charge": [-0.0413, -0.4461, -0.0400, -0.2933, -0.1448, -0.0237, 0.0105, 0.0850, 0.0823, 0.0852, 0.1284, 0.0879, 0.1436, 0.1021, 0.0984, 0.0074, 0.0518, 0.0604, 0.0461],
  "spin_multiplicity": 1,
  "gap_ev": 9.00
}

=====

Q | {
  "formula": "C6H12O",
  "method": "the ωB97M-V functional and the def2-TZVPD basis",
  "species": ["C", "C", "C", "C", "C", "C", "O", "H", "H", "H", "H", "H", "H", "H", "H", "H", "H", "H", "H"],
  "positions_angstrom": [[-0.316, 1.592, 1.597], [-1.313, 0.876, 0.336], [-0.705, -0.553, 0.246], [-0.506, -1.127, -1.154], [1.014, -0.982, -1.420], [1.592, -0.285, -0.196], [0.828, -0.812, 0.858], [-0.081, 0.698, 2.185], [0.674, 2.133, 1.584], [-0.998, 2.259, 2.113], [-2.306, 0.902, 0.830], [-1.589, 1.281, -0.689], [-1.176, -1.169, 0.988], [-0.805, -2.178, -1.151], [-1.076, -0.639, -1.957], [1.231, -0.423, -2.329], [1.447, -1.983, -1.505], [2.692, -0.384, -0.166], [1.394, 0.795, -0.170]],
  "lowdin_charge": [-0.0544, -0.1066, -0.2203, -0.1463, -0.1606, -0.2725, -0.1680, 0.0492, 0.0717, 0.0341, 0.0899, 0.1046, 0.1253, 0.1086, 0.1075, 0.1047, 0.1084, 0.1266, 0.0981],
  "spin_multiplicity": 1,
  "gap_ev": 10.60
}

=====

What should be chosen as the least stable of them? Choose P.

=====

P | {
  "formula": "H12O6",
  "method": "the ωB97M-V functional and the def2-TZVPD basis",
  "species": ["O", "H", "H", "O", "H", "H", "O", "H", "H", "O", "H", "H", "O", "H", "H", "O", "H", "H"],
  "positions_angstrom": [[-1.775, -2.453, -1.147], [-1.864, -1.685, -1.740], [-0.959, -2.866, -1.478], [0.563, 4.297, -0.364], [0.956, 4.906, 0.277], [1.219, 3.734, -0.775], [-2.204, 1.340, -1.536], [-1.638, 1.129, -0.785], [-2.418, 2.269, -1.382], [0.770, 0.414, -1.087], [1.496, 0.326, -0.453], [0.143, -0.236, -0.731], [2.754, -0.901, 1.587], [3.487, -0.905, 2.206], [1.998, -1.337, 2.005], [-0.689, -2.398, 1.943], [-0.803, -3.226, 2.415], [-1.035, -2.409, 1.045]],
  "lowdin_charge": [-0.0580, 0.0481, 0.0542, -0.0636, 0.0374, 0.0250, -0.0630, 0.0122, 0.0411, -0.0568, 0.0275, 0.0164, -0.0583, 0.0336, 0.0276, -0.0576, 0.0359, -0.0018],
  "spin_multiplicity": 1,
  "gap_ev": 11.66
}

=====

Q | {
  "formula": "H12O6",
  "method": "the ωB97M-V functional and the def2-TZVPD basis",
  "species": ["O", "H", "H", "O", "H", "H", "O", "H", "H", "O", "H", "H", "O", "H", "H", "O", "H", "H"],
  "positions_angstrom": [[1.722, -0.755, 1.983], [2.290, -1.516, 2.104], [2.325, -0.023, 1.856], [2.742, -0.192, -1.701], [3.177, 0.600, -1.386], [1.820, 0.053, -1.776], [-2.777, 0.450, 0.160], [-3.484, 0.058, -0.351], [-3.031, 0.305, 1.072], [-0.111, -2.213, 0.678], [-0.429, -2.765, 1.393], [0.486, -1.595, 1.100], [-1.582, 2.130, -2.223], [-1.135, 1.807, -1.440], [-2.481, 2.291, -1.936], [0.344, 0.770, 0.021], [0.723, -0.020, 0.406], [-0.600, 0.617, 0.040]],
  "lowdin_charge": [-0.0370, 0.0759, 0.0726, -0.0545, 0.0276, 0.0137, -0.0321, 0.0509, 0.0485, -0.0510, 0.0362, -0.0456, -0.0474, -0.0143, 0.0224, -0.0446, -0.0205, -0.0006],
  "spin_multiplicity": 1,
  "gap_ev": 11.31
}

=====

What should be chosen as the least stable of them? Choose P.